Entry from the Open Molecules 2025 dataset: a 16-piece molecular cluster, C40H62F6N15O4P2 overall at a distorted geometry (ωB97M-V/def2-TZVPD).

Cartesian coordinates (Å):
C (1.54, -9.12, 3.62)
C (0.16, -8.24, 3.25)
C (-1.14, -9.21, 3.34)
C (0.46, -7.52, 1.81)
P (-0.93, -6.41, 1.13)
C (0.04, -6.02, -0.51)
O (0.49, -7.00, -1.30)
C (0.30, -4.42, -0.84)
F (-0.65, -3.51, -0.10)
F (1.65, -4.11, -0.24)
C (0.17, -4.01, -2.41)
F (0.47, -2.53, -2.47)
F (-1.27, -4.11, -2.85)
C (1.23, -4.72, -3.44)
F (2.45, -5.27, -2.81)
F (1.71, -3.63, -4.37)
C (0.61, -5.89, -4.40)
O (-0.45, -6.66, -4.16)
O (1.36, -6.16, -5.67)
P (-2.09, -8.01, 0.23)
C (-1.11, -9.57, -0.21)
O (-2.58, -7.35, -1.35)
H (1.40, -10.28, 3.43)
H (2.43, -8.66, 2.97)
H (1.84, -9.00, 4.77)
H (0.11, -7.40, 4.09)
H (-1.14, -9.69, 4.43)
H (-1.17, -10.11, 2.59)
H (-2.12, -8.53, 3.30)
H (0.96, -8.25, 1.00)
H (1.36, -6.77, 2.05)
H (-2.00, -5.50, 0.76)
H (-1.62, -6.59, 2.41)
H (-0.25, -5.28, 1.71)
H (2.21, -6.66, -5.41)
H (-1.85, -10.48, -0.42)
H (-0.34, -9.95, 0.58)
H (-0.50, -9.44, -1.23)
H (-2.85, -6.41, -1.11)
C (1.02, -3.08, 4.27)
C (0.45, -4.41, 4.75)
N (-0.02, -5.51, 5.15)
H (1.29, -3.16, 3.21)
H (0.27, -2.29, 4.39)
H (1.91, -2.82, 4.84)
C (4.49, -4.86, -7.62)
C (3.93, -6.19, -7.13)
N (3.46, -7.29, -6.73)
H (4.76, -4.94, -8.68)
H (3.75, -4.07, -7.50)
H (5.39, -4.60, -7.04)
C (-1.07, -0.03, -1.85)
C (-1.50, 1.16, -2.69)
N (-1.86, 2.15, -3.39)
H (-1.74, -0.88, -2.03)
H (-0.05, -0.33, -2.12)
H (-1.10, 0.23, -0.79)
C (-4.00, -1.74, 1.62)
C (-3.33, -3.09, 1.82)
N (-2.77, -4.20, 1.98)
H (-3.87, -1.40, 0.59)
H (-5.07, -1.83, 1.82)
H (-3.57, -1.00, 2.30)
C (-1.38, 5.42, -1.40)
C (-0.63, 5.42, -0.07)
N (0.00, 5.42, 1.02)
H (-0.94, 6.16, -2.07)
H (-1.32, 4.43, -1.86)
H (-2.43, 5.68, -1.23)
C (0.18, 3.38, 3.80)
C (-0.39, 2.05, 4.29)
N (-0.86, 0.95, 4.69)
H (0.45, 3.30, 2.74)
H (-0.57, 4.17, 3.92)
H (1.07, 3.63, 4.38)
C (3.11, -5.43, 7.90)
C (3.55, -6.45, 6.87)
N (3.91, -7.29, 6.01)
H (3.99, -5.01, 8.41)
H (2.56, -4.62, 7.42)
H (2.47, -5.90, 8.65)
C (0.10, 9.46, 0.08)
C (-0.71, 8.96, -1.11)
N (-1.38, 8.55, -2.09)
H (1.02, 8.87, 0.17)
H (0.36, 10.51, -0.06)
H (-0.48, 9.35, 1.00)
C (-1.61, 10.79, -4.36)
C (-1.04, 12.03, -5.04)
N (-0.57, 13.06, -5.60)
H (-2.68, 10.93, -4.17)
H (-1.47, 9.92, -5.01)
H (-1.10, 10.62, -3.41)
C (-4.80, 4.11, 0.09)
C (-4.13, 2.76, 0.29)
N (-3.56, 1.65, 0.45)
H (-4.66, 4.45, -0.94)
H (-5.87, 4.02, 0.29)
H (-4.37, 4.85, 0.77)
C (-0.18, 12.28, 3.68)
C (0.36, 12.30, 2.25)
N (0.80, 12.32, 1.07)
H (0.19, 13.14, 4.23)
H (-1.27, 12.31, 3.66)
H (0.15, 11.36, 4.18)
C (-1.73, 7.56, -8.19)
C (-0.98, 7.56, -6.87)
N (-0.36, 7.56, -5.77)
H (-1.29, 8.30, -8.87)
H (-1.67, 6.57, -8.65)
H (-2.78, 7.81, -8.02)
C (-5.19, 12.68, -2.06)
C (-4.12, 12.18, -1.10)
N (-3.23, 11.77, -0.31)
H (-4.76, 12.82, -3.06)
H (-6.00, 11.95, -2.12)
H (-5.59, 13.63, -1.70)
C (7.01, -9.18, 5.14)
C (7.68, -10.52, 5.34)
N (8.24, -11.64, 5.50)
H (7.14, -8.84, 4.11)
H (5.93, -9.26, 5.35)
H (7.44, -8.44, 5.82)
C (2.83, 6.27, -1.73)
C (3.67, 7.50, -1.43)
N (4.36, 8.53, -1.18)
H (3.47, 5.39, -1.79)
H (2.09, 6.12, -0.94)
H (2.31, 6.39, -2.69)

E_tot, eV: -107884.6573
Multiplicity: 1
Kohn-Sham gap, eV: 4.3
Charge: -1
HOMO, eV: -3.239